1.
This record from the OMol25 dataset describes the molecule C25H31N3O5. The level of theory is ωB97M-V/def2-TZVPD.

Geometry (Å):
C (2.737, 1.185, 1.162)
C (-1.271, -0.221, 1.712)
O (1.146, 0.314, -3.620)
H (-4.874, -1.479, 4.376)
C (-2.660, -0.759, 1.826)
H (-2.390, -3.001, 3.413)
H (2.264, 4.144, -0.148)
C (-2.013, -1.470, -2.668)
N (2.945, 2.289, 0.410)
H (-3.023, -4.029, -5.422)
C (0.604, 1.055, 2.535)
H (3.204, 0.175, -3.785)
C (1.301, 0.801, 1.401)
C (1.911, 3.107, -0.174)
H (4.944, 1.802, 0.172)
C (-1.091, -1.302, -0.460)
C (-0.717, 0.562, 2.702)
C (2.370, 0.806, -4.112)
C (-2.865, 0.371, 4.028)
H (3.578, 2.560, -4.324)
C (-1.451, 0.901, 3.932)
H (-4.725, -2.273, 2.810)
H (-3.517, 1.139, 3.597)
C (-1.044, -2.688, -0.366)
C (-4.557, -1.342, 3.345)
H (-2.748, -1.703, 1.285)
H (-3.343, -0.048, 1.346)
C (-1.569, -0.699, -1.609)
C (-1.496, -3.458, -1.413)
H (-2.532, -2.194, 4.974)
H (1.848, 2.902, -4.148)
H (1.262, 0.005, -2.708)
C (-3.078, -0.952, 3.291)
C (-2.240, -2.058, 3.935)
N (2.883, 2.647, -2.385)
O (3.638, 0.502, 1.608)
H (3.619, 0.794, -1.621)
C (3.912, 1.850, -1.736)
H (0.987, 3.429, -2.096)
H (2.303, 0.735, -5.203)
C (4.183, 2.397, -0.333)
H (-1.181, -1.814, 3.911)
H (4.816, 1.905, -2.347)
C (1.643, 2.692, -1.623)
H (1.126, 1.727, -1.617)
C (2.671, 2.287, -3.775)
O (-0.967, 1.592, 4.801)
H (1.024, 1.648, 3.334)
H (-3.126, 0.280, 5.083)
H (-2.363, -0.974, -3.558)
N (-0.560, -0.491, 0.596)
H (-0.642, -3.153, 0.523)
C (0.738, -0.017, 0.355)
C (-2.802, -3.171, -4.789)
O (-2.384, -3.708, -3.555)
H (-2.012, -2.572, -5.251)
H (-1.580, 0.377, -1.689)
H (4.490, 3.444, -0.376)
O (1.288, -0.302, -0.700)
C (-1.979, -2.859, -2.581)
H (0.994, 3.032, 0.414)
H (-3.705, -2.563, -4.676)
H (-1.466, -4.535, -1.364)
H (-5.179, -0.571, 2.896)

Its LUMO energy is 0.357 eV. The calculation puts the energy above the lowest of the compared OMol25 structures with the same formula, charge and spin at 15.1 kcal/mol. Its net charge is 0. The SMILES is COc1ccc(-n2c3c(cc(C(=O)N4CCN(CCO)CC4)c2=O)C(=O)CC(C)(C)C3)cc1. The value obtained for the gap between HOMO and LUMO is 8.5 eV.

2.
This record from the OMol25 dataset describes a structure of composition C23H23P2Ti. The level of theory is ωB97M-V/def2-TZVPD.

Geometry (Å):
H (1.328, 2.966, 0.467)
Ti (0.214, -0.406, -2.215)
H (-4.457, -1.907, -0.213)
H (-3.946, -3.437, 1.684)
C (-1.454, 2.875, 3.187)
C (-1.374, -0.737, 0.635)
C (-0.484, 3.881, 3.214)
C (-1.433, 1.903, 2.184)
C (-1.209, 0.759, -3.725)
C (1.008, 0.106, -4.150)
H (2.049, -0.532, -1.565)
C (-3.511, -1.818, 0.323)
H (0.969, -3.681, -2.458)
H (-2.233, 2.840, 3.949)
H (1.857, -0.417, -4.586)
C (3.556, -1.114, -0.126)
H (4.954, -1.562, 1.453)
H (1.278, 0.336, 2.677)
H (-0.212, -3.397, -0.679)
C (3.157, -0.624, 2.216)
H (-0.780, -1.155, -4.845)
H (-1.182, -3.551, -2.601)
C (-0.400, 1.902, 1.231)
C (3.975, -1.141, 1.206)
H (-0.505, 4.640, 3.998)
P (-0.184, 0.536, 0.062)
H (-0.650, 2.711, -2.768)
C (1.481, -0.105, 0.560)
H (-2.201, 1.128, 2.159)
C (-3.225, -2.675, 1.387)
H (3.486, -0.633, 3.256)
P (-0.098, -2.855, -1.994)
C (0.511, 3.917, 2.227)
H (1.261, 4.709, 2.240)
C (-0.330, 1.769, -3.204)
C (1.904, -0.091, 1.894)
C (2.316, -0.583, -0.455)
H (-2.802, -0.171, -0.895)
H (1.906, 2.002, -3.320)
H (-0.126, -1.516, 2.216)
C (0.551, 2.944, 1.233)
C (-2.595, -0.842, -0.056)
H (-1.784, -3.226, 2.906)
H (4.193, -1.505, -0.916)
H (-2.295, 0.823, -3.778)
C (1.021, 1.395, -3.495)
C (-0.413, -0.301, -4.284)
C (-1.080, -1.596, 1.695)
C (-2.011, -2.562, 2.074)

Its LUMO energy (alpha / beta) is 0.619 / 0.574 eV. The calculation puts the energy above the lowest of the compared OMol25 structures with the same formula, charge and spin at 0.0 kcal/mol. As for the multiplicity: 2. Its net charge is 0. The value obtained for the gap between HOMO and LUMO (alpha / beta) is 5.8 / 5.4 eV. The expectation value of S² is 0.76.

3.
This record from the OMol25 dataset describes the molecule C14H15NO3S. The level of theory is ωB97M-V/def2-TZVPD.

Geometry (Å):
H (-2.532, -4.620, -0.537)
H (-0.512, -1.666, -0.016)
C (-3.393, 0.907, -0.211)
H (-1.265, -3.543, -1.177)
H (0.285, 1.876, 0.386)
C (5.952, -0.134, -0.880)
H (-1.848, 2.374, 0.125)
N (0.234, 0.871, 0.298)
H (-3.857, 3.376, 0.822)
O (1.510, -1.020, 0.353)
H (-4.676, -0.774, -0.526)
C (-3.664, -0.449, -0.358)
C (-4.268, 3.121, -0.161)
H (6.298, -1.793, 0.436)
O (-4.469, 1.736, -0.295)
C (3.875, 0.480, 0.302)
H (-1.511, -3.686, 0.585)
H (6.782, -0.159, -1.558)
S (4.758, 1.091, -1.059)
C (5.677, -0.961, 0.158)
C (-1.327, -0.968, -0.073)
H (-3.608, 3.511, -0.943)
C (4.486, -0.611, 0.834)
H (2.460, 2.063, 0.197)
C (-2.638, -1.384, -0.290)
C (-2.012, -3.676, -0.388)
H (2.591, 1.292, 1.792)
C (1.399, 0.180, 0.425)
C (-2.087, 1.328, 0.007)
O (-3.008, -2.681, -0.446)
C (-1.064, 0.386, 0.075)
H (4.094, -1.151, 1.676)
H (-5.253, 3.573, -0.265)
C (2.589, 1.110, 0.712)

Its LUMO energy is 0.454 eV. The calculation puts the energy above the lowest of the compared OMol25 structures with the same formula, charge and spin at 0.0 kcal/mol. Its net charge is 0. The SMILES is COc1cc(NC(=O)Cc2cccs2)cc(OC)c1. The value obtained for the gap between HOMO and LUMO is 8.7 eV.